No. 1
{"formula": "C12H19BCsN2O4", "method": "ωB97M-V/def2-TZVPD", "elements": ["C", "C", "O", "O", "C", "C", "C", "C", "C", "C", "C", "C", "N", "C", "C", "N", "B", "O", "O", "H", "H", "H", "H", "H", "H", "H", "H", "H", "H", "H", "H", "H", "H", "H", "H", "H", "H", "H", "Cs"], "coordinates": [[1.637, 1.297, -2.855], [2.132, -0.216, -2.442], [3.479, -0.390, -2.349], [1.254, -1.367, -2.156], [0.089, -1.414, -3.053], [-1.350, -1.045, -2.284], [-1.268, 0.320, -1.379], [-2.370, 0.424, -0.170], [-2.217, -0.695, 1.016], [-0.682, -1.166, 1.344], [0.152, -0.130, 2.332], [-0.564, 0.137, 3.783], [-1.296, 0.599, 4.774], [0.577, 1.284, 1.620], [1.122, 2.408, 2.732], [1.679, 3.208, 3.616], [1.591, -0.921, 2.675], [2.649, -0.342, 3.532], [1.887, -2.268, 2.072], [1.654, 2.061, -1.942], [2.362, 1.714, -3.675], [0.547, 1.329, -3.294], [0.218, -0.802, -4.055], [-0.028, -2.553, -3.385], [-1.806, -1.959, -1.711], [-2.105, -0.805, -3.177], [-0.195, 0.415, -0.916], [-1.416, 1.253, -2.096], [-3.451, 0.262, -0.647], [-2.396, 1.521, 0.292], [-2.683, -0.203, 1.999], [-2.914, -1.640, 0.802], [-0.773, -2.180, 1.967], [-0.052, -1.472, 0.377], [1.453, 1.043, 0.846], [-0.276, 1.823, 1.028], [2.185, 0.063, 4.322], [2.561, -2.714, 2.695], [-1.389, 3.119, -2.236]], "forces_ev_per_angstrom": [[-0.5, 0.2, -0.2], [6.9, -1.4, 0.7], [-9.4, 1.1, -0.4], [1.0, 3.7, -2.0], [-1.9, -1.4, -0.5], [-0.2, 0.7, -1.1], [0.0, -0.5, 0.1], [-1.0, -0.1, -0.7], [-0.3, 0.2, 0.7], [-0.8, -0.8, 0.8], [0.4, -0.5, 0.6], [-6.0, 4.2, 5.6], [7.0, -4.5, -9.2], [0.7, 1.3, 0.5], [4.4, 4.8, 5.8], [-5.5, -7.6, -8.5], [2.7, -1.8, 0.4], [-3.8, -1.1, -0.7], [0.2, 2.9, 3.1], [0.3, -2.0, -1.7], [-1.3, -1.0, 1.7], [2.2, -0.4, 0.7], [-0.1, -1.1, 2.3], [0.5, 2.5, 0.7], [1.2, 1.8, -0.9], [1.5, -0.7, 1.9], [-1.9, -0.1, -0.9], [0.3, -6.1, 2.0], [2.3, 0.4, 1.0], [0.2, -2.2, -0.9], [1.1, -1.1, -2.1], [1.8, 2.1, 0.2], [0.3, 2.3, -1.4], [-1.2, 1.0, 2.2], [-1.7, 0.7, 1.8], [1.4, -1.2, 1.4], [1.0, -0.2, -1.2], [-1.3, 1.2, -1.6], [-0.2, 4.9, -0.4]], "mulliken_charge": [-0.409, 0.528, -0.537, -0.295, -0.587, -0.800, -0.055, -0.554, -0.751, -0.745, 0.948, -0.252, -0.509, 0.031, -0.024, -0.441, 0.493, -0.585, -0.594, 0.179, 0.328, -0.076, 0.290, 0.324, 0.341, 0.360, 0.103, 0.261, 0.288, 0.334, 0.331, 0.351, 0.433, 0.287, 0.268, 0.008, 0.342, 0.318, 1.068], "charge": 1, "mol_weight_g_mol": 399.011, "orbital_gap_ev": 9.292, "largest_force_ev_per_a": 12.7}

No. 2
{"formula": "C3H9N5", "method": "ωB97M-V/def2-TZVPD", "elements": ["C", "C", "C", "H", "H", "H", "H", "H", "H", "H", "H", "H", "N", "N", "N", "N", "N"], "coordinates": [[-2.561, -0.172, -0.064], [-0.436, 0.926, -0.466], [1.920, 0.967, 0.577], [-3.090, -1.192, -0.479], [-2.915, 0.553, -0.717], [-3.023, 0.344, 0.862], [0.367, -1.383, 0.433], [-0.437, -0.546, 1.837], [-0.853, 1.532, -1.381], [2.132, 1.577, 1.508], [3.274, -1.155, -1.374], [1.186, -0.593, -1.109], [-1.133, -0.096, -0.007], [-0.421, -0.946, 0.788], [0.747, 1.250, -0.138], [2.771, -0.050, 0.358], [2.473, -1.018, -0.628]], "forces_ev_per_angstrom": [[-2.0, -1.3, 1.0], [1.1, 2.5, -2.5], [0.2, -2.9, 0.2], [1.7, 2.3, 1.7], [-0.2, 1.3, -2.0], [0.5, -1.9, -0.6], [1.9, -0.5, -0.7], [0.8, -1.6, -3.2], [0.1, -1.1, 2.0], [-0.2, -0.6, -1.5], [-2.3, 1.0, 1.8], [5.0, -1.5, 0.5], [-0.2, -1.5, -0.5], [-3.5, 1.2, 5.6], [1.7, 0.8, 0.1], [-1.3, 2.0, -0.5], [-3.3, 1.8, -1.3]], "nbo_charge": [-0.416, 0.328, 0.187, 0.227, 0.210, 0.197, 0.399, 0.360, 0.186, 0.203, 0.388, 0.260, -0.286, -0.672, -0.581, -0.318, -0.672], "mol_weight_g_mol": 115.140, "orbital_gap_ev": 8.462, "largest_force_ev_per_a": 6.7, "e_above_lowest_kj_mol": 667.11}

No. 3
{"formula": "C13H17N5O2S2", "method": "ωB97M-V/def2-TZVPD", "elements": ["C", "C", "C", "H", "H", "C", "C", "N", "N", "C", "N", "C", "O", "C", "H", "H", "S", "C", "N", "C", "C", "C", "O", "N", "H", "H", "C", "H", "H", "H", "H", "S", "H", "H", "H", "H", "H", "H", "H"], "coordinates": [[5.364, 1.090, -1.534], [4.305, 2.064, -1.032], [3.054, 1.368, -0.499], [2.293, 2.123, -0.284], [2.656, 0.697, -1.265], [3.319, 0.566, 0.781], [2.063, -0.022, 1.299], [1.503, 0.304, 2.405], [0.360, -0.328, 2.653], [0.032, -1.154, 1.718], [-1.115, -1.901, 1.745], [-1.533, -2.626, 0.664], [-0.832, -2.835, -0.296], [-2.888, -3.290, 0.836], [-2.799, -4.150, 1.502], [-3.241, -3.620, -0.140], [-4.151, -2.218, 1.584], [-3.895, -0.781, 0.607], [-2.855, -0.750, -0.151], [-2.625, 0.367, -0.897], [-3.474, 1.429, -0.858], [-4.647, 1.425, -0.025], [-5.480, 2.291, 0.102], [-4.783, 0.222, 0.712], [-5.587, 0.150, 1.325], [-3.296, 2.313, -1.449], [-1.382, 0.330, -1.719], [-0.604, 0.916, -1.229], [-1.034, -0.696, -1.809], [-1.556, 0.756, -2.703], [-1.728, -1.742, 2.534], [1.159, -1.237, 0.390], [3.734, 1.217, 1.552], [4.028, -0.236, 0.571], [4.009, 2.718, -1.855], [4.730, 2.693, -0.247], [6.187, 1.634, -1.992], [4.942, 0.418, -2.278], [5.769, 0.494, -0.720]], "forces_ev_per_angstrom": [[-0.1, 0.2, 0.1], [-0.1, -0.2, -0.1], [0.3, 0.2, 0.1], [-0.1, -0.1, 0.0], [-0.1, 0.0, -0.1], [0.0, 0.1, -0.3], [-0.3, -0.7, -0.5], [1.2, 0.9, 0.2], [-1.5, -0.7, 0.4], [0.7, 0.0, -0.7], [-0.1, -0.2, 0.3], [-0.1, -0.3, 0.4], [0.1, -0.3, -0.2], [-0.3, 0.3, -0.2], [0.0, 0.0, 0.0], [0.2, 0.0, 0.1], [-0.1, -0.3, 0.3], [0.3, -0.2, -0.2], [-0.3, -0.2, 0.0], [-0.4, 0.5, 0.0], [0.2, -0.1, -0.1], [0.1, -0.2, 0.1], [-0.2, 0.3, 0.0], [-0.1, 0.0, 0.1], [0.1, 0.1, -0.1], [0.0, 0.1, -0.1], [0.0, 0.1, -0.1], [0.1, 0.0, 0.0], [0.0, 0.0, 0.0], [0.0, 0.1, -0.1], [0.0, 0.0, -0.1], [0.2, 0.6, 0.8], [0.0, -0.1, 0.0], [0.1, 0.0, 0.1], [0.0, 0.1, 0.0], [0.0, 0.1, 0.0], [0.1, 0.0, -0.1], [0.0, -0.1, -0.1], [0.1, -0.1, 0.0]], "nbo_charge": [-0.609, -0.391, -0.381, 0.209, 0.196, -0.458, 0.050, -0.261, -0.307, 0.201, -0.638, 0.727, -0.602, -0.610, 0.259, 0.261, 0.259, 0.334, -0.560, 0.271, -0.379, 0.629, -0.595, -0.593, 0.429, 0.235, -0.660, 0.237, 0.249, 0.228, 0.428, 0.374, 0.236, 0.218, 0.203, 0.197, 0.213, 0.201, 0.200], "mol_weight_g_mol": 339.446, "orbital_gap_ev": 9.267, "smiles": "CCCCc1nnc(NC(=O)CSc2nc(C)cc(=O)[nH]2)s1", "largest_force_ev_per_a": 1.7, "e_above_lowest_kj_mol": 9.62}

No. 4
{"formula": "C25H28CaClN6O4Si2", "method": "ωB97M-V/def2-TZVPD", "elements": ["Ca", "N", "C", "N", "C", "N", "N", "C", "N", "C", "C", "C", "C", "C", "N", "H", "H", "H", "H", "H", "H", "H", "H", "O", "Cl", "O", "O", "O", "C", "C", "C", "C", "C", "C", "Si", "C", "C", "C", "C", "C", "C", "H", "H", "H", "H", "H", "H", "H", "H", "H", "H", "H", "C", "Si", "C", "C", "C", "C", "H", "H", "H", "H", "H", "H", "H", "H", "H"], "coordinates": [[-0.031, -0.146, -0.192], [-1.554, 3.147, 0.257], [-1.543, 2.536, 1.450], [-1.593, 3.295, 2.547], [-1.578, 2.612, 3.686], [-1.605, 3.324, 4.839], [-1.565, 1.274, 3.806], [-1.493, 0.634, 2.653], [-1.471, 1.191, 1.450], [-1.470, -0.863, 2.713], [-1.655, -1.515, 3.922], [-1.645, -2.900, 3.936], [-1.462, -3.581, 2.746], [-1.281, -2.844, 1.585], [-1.278, -1.517, 1.566], [-1.695, 4.140, 0.247], [-1.711, 2.595, -0.578], [-1.396, 4.304, 4.768], [-1.363, 2.834, 5.681], [-1.789, -0.923, 4.814], [-1.777, -3.441, 4.864], [-1.450, -4.662, 2.712], [-1.127, -3.338, 0.632], [-2.932, 0.048, -3.373], [-2.375, -0.019, -2.066], [-3.395, -0.011, -1.055], [-1.484, 1.135, -1.847], [-1.548, -1.218, -1.923], [5.402, 3.135, -0.673], [4.038, 3.365, -0.570], [3.138, 2.397, -0.997], [3.557, 1.186, -1.551], [4.939, 0.982, -1.641], [5.851, 1.935, -1.208], [2.276, -0.138, -2.104], [1.988, 0.295, -3.951], [1.082, 1.302, -4.300], [0.846, 1.650, -5.623], [1.504, 0.980, -6.646], [2.397, -0.034, -6.330], [2.635, -0.364, -5.002], [6.110, 3.880, -0.329], [3.675, 4.293, -0.143], [2.073, 2.587, -0.883], [5.303, 0.050, -2.061], [6.915, 1.742, -1.284], [3.202, -1.324, -2.266], [0.532, 1.812, -3.516], [0.136, 2.434, -5.859], [1.315, 1.241, -7.681], [2.912, -0.567, -7.122], [3.343, -1.151, -4.767], [4.306, -1.506, 4.369], [3.938, 0.165, 3.587], [5.392, 0.673, 2.521], [3.738, 1.415, 4.979], [2.444, 0.080, 2.580], [1.548, 0.031, 1.739], [5.215, -1.477, 4.975], [4.433, -2.264, 3.594], [3.478, -1.821, 5.008], [6.316, 0.763, 3.099], [5.191, 1.630, 2.034], [5.548, -0.058, 1.726], [4.638, 1.475, 5.597], [2.897, 1.143, 5.621], [3.536, 2.408, 4.570]], "forces_ev_per_angstrom": [[0.2, 0.0, 0.1], [0.0, 0.0, 0.0], [-0.1, 0.0, 0.0], [0.0, 0.0, 0.0], [0.1, -0.1, 0.0], [0.0, 0.0, 0.0], [0.0, 0.1, 0.0], [0.0, -0.1, 0.0], [0.1, 0.0, 0.0], [0.0, 0.1, 0.0], [0.0, 0.0, 0.0], [0.0, 0.0, 0.0], [0.0, 0.0, 0.0], [0.0, 0.0, 0.0], [0.0, 0.0, 0.0], [0.0, 0.0, 0.0], [0.0, 0.0, 0.0], [0.0, 0.0, 0.0], [0.0, 0.0, 0.0], [0.0, 0.0, 0.0], [0.0, 0.0, 0.0], [0.0, 0.0, 0.0], [0.0, 0.0, 0.0], [0.1, 0.0, 0.1], [-0.6, -0.2, -0.3], [0.2, 0.0, -0.1], [0.1, -0.2, 0.2], [-0.1, 0.4, 0.3], [0.0, 0.0, 0.0], [0.0, 0.0, 0.0], [0.0, 0.0, 0.0], [0.1, 0.0, 0.0], [0.0, 0.0, 0.0], [0.0, 0.0, 0.0], [0.0, 0.0, 0.0], [0.0, 0.0, 0.0], [0.0, 0.0, 0.0], [0.0, 0.0, 0.0], [0.0, 0.0, 0.0], [0.0, 0.0, 0.0], [0.0, 0.0, 0.0], [0.0, 0.0, 0.0], [0.0, 0.0, 0.0], [0.0, 0.0, 0.0], [0.0, 0.0, 0.0], [0.0, 0.0, 0.0], [0.0, 0.0, 0.0], [0.0, 0.0, 0.0], [0.0, 0.0, 0.0], [0.0, 0.0, 0.0], [0.0, 0.0, 0.0], [0.0, 0.0, 0.0], [0.0, 0.0, 0.0], [0.1, 0.0, 0.0], [0.0, 0.0, 0.0], [0.0, 0.0, 0.0], [-0.1, 0.0, 0.0], [-0.2, 0.0, -0.1], [0.0, 0.0, 0.0], [0.0, 0.0, 0.0], [0.0, 0.0, 0.0], [0.0, 0.0, 0.0], [0.0, 0.0, 0.0], [0.0, 0.0, 0.0], [0.0, 0.0, 0.0], [0.0, 0.0, 0.0], [0.0, 0.0, 0.0]], "nbo_charge": [1.660, -0.777, 0.616, -0.584, 0.605, -0.780, -0.571, 0.481, -0.626, 0.171, -0.205, -0.161, -0.245, 0.055, -0.469, 0.401, 0.439, 0.399, 0.400, 0.244, 0.214, 0.219, 0.205, -0.804, 2.530, -0.830, -0.936, -0.892, -0.244, -0.215, -0.216, -0.390, -0.155, -0.245, 0.342, -0.395, -0.220, -0.210, -0.243, -0.248, -0.160, 0.196, 0.196, 0.194, 0.196, 0.196, -0.213, 0.207, 0.197, 0.195, 0.193, 0.195, -1.099, 1.610, -1.106, -1.099, -0.773, -0.504, 0.217, 0.235, 0.227, 0.215, 0.247, 0.243, 0.217, 0.226, 0.232], "charge": -1, "mol_weight_g_mol": 608.240, "orbital_gap_ev": 5.836, "largest_force_ev_per_a": 0.7, "e_above_lowest_kj_mol": 0.00}